# 1
Below is a structure of composition C12H13ClMoN2O2 in a non-equilibrium geometry, with properties calculated with ωB97M-V/def2-TZVPD.

The HOMO energy (spin up / spin down) comes out at -16.3 / -16.3 eV. The expectation value of S² is 2.02. Its HOMO-LUMO gap (spin up / spin down) is 7.587 / 6.263 eV. As for the multiplicity: 3. As for the charge: +2.

Geometry (Å):
Cl (-2.16080, 1.29113, -0.74436)
C (0.54873, -1.52444, -1.46061)
C (1.67260, -0.76133, -0.89469)
C (1.64444, 0.54965, -1.45465)
H (2.48995, -1.17988, -0.32847)
C (0.47598, 0.66547, -2.29122)
C (-0.20782, -0.61330, -2.27299)
H (-1.08748, -0.81805, -2.86511)
H (0.36851, -2.58546, -1.28671)
H (2.45237, 1.25739, -1.40800)
C (-0.03594, 1.86939, -3.00975)
Mo (-0.23328, 0.09118, -0.16017)
C (0.07569, -1.27200, 1.38233)
C (-2.30738, -0.75000, 0.62272)
O (0.21844, -2.03560, 2.23981)
O (-3.30500, -1.18342, 1.04116)
H (0.25257, 2.81048, -2.51282)
H (-1.13854, 1.82860, -3.12889)
H (0.41082, 1.95083, -4.01117)
C (1.65103, 3.13837, 0.88850)
C (0.60390, 2.52675, 1.74317)
N (-0.18794, 1.48322, 1.56360)
C (-0.96982, 1.34664, 2.71408)
C (-0.62162, 2.31215, 3.58695)
N (0.35263, 3.05916, 2.95022)
H (1.40161, 4.18827, 0.67087)
H (2.60789, 3.10758, 1.42933)
H (1.72744, 2.56331, -0.03842)
H (-1.68628, 0.53773, 2.80583)
H (-0.96966, 2.56400, 4.58112)
H (0.82985, 3.86557, 3.32351)

# 2
Below is a structure of composition C12H13CoNO6SSe, with properties calculated with ωB97M-V/def2-TZVPD.

The HOMO energy (spin up / spin down) comes out at -8.0 / -8.0 eV. The expectation value of S² is 0.77. Its HOMO-LUMO gap (spin up / spin down) is 7.699 / 8.068 eV. As for the multiplicity: 2. As for the charge: 0.

Geometry (Å):
Co (-0.65563, 0.27516, 0.94463)
O (-3.25083, 3.34102, 1.69121)
C (-2.24845, 2.50712, 1.47788)
O (-2.21636, 1.37307, 1.89986)
C (-1.10080, 3.13485, 0.72150)
O (-0.27998, 2.14822, 0.11941)
C (-0.52273, 1.90786, -1.29161)
C (-1.65452, 0.90086, -1.50320)
O (-2.26251, 0.92806, -2.55139)
O (-1.82458, 0.06841, -0.52721)
H (-3.92346, 2.88895, 2.22604)
H (-0.48559, 3.64681, 1.46568)
H (-1.45642, 3.86165, -0.00774)
H (0.40665, 1.48044, -1.66916)
H (-0.72550, 2.84660, -1.80285)
Se (3.17452, 0.88076, 3.72660)
C (1.63698, 0.60982, 2.89251)
N (0.62402, 0.37912, 2.35685)
C (0.64291, -2.62742, 2.09395)
S (-0.47976, -1.93833, 0.88092)
O (-1.55308, -2.88903, 0.61030)
C (0.57748, -1.81473, -0.55678)
C (0.08121, -2.29989, -1.75507)
C (0.82487, -2.10697, -2.91018)
C (2.03785, -1.43378, -2.85642)
C (2.51910, -0.94677, -1.64807)
C (1.78724, -1.12846, -0.48330)
H (1.05136, -3.54998, 1.68767)
H (0.04975, -2.82428, 2.98489)
H (1.42121, -1.90144, 2.31719)
H (-0.88142, -2.79340, -1.76828)
H (0.44819, -2.47353, -3.85544)
H (2.61131, -1.28511, -3.76190)
H (3.46616, -0.42519, -1.60558)
H (2.16082, -0.74047, 0.45711)

# 3
Below is a structure of composition C12H13F6MnNO in a non-equilibrium geometry, with properties calculated with ωB97M-V/def2-TZVPD.

The HOMO energy (spin up / spin down) comes out at -7.5 / -7.5 eV. The expectation value of S² is 3.96. Its HOMO-LUMO gap (spin up / spin down) is 6.553 / 7.161 eV. As for the multiplicity: 4. As for the charge: 0.

Geometry (Å):
C (1.46854, -1.45488, -2.21536)
C (0.06255, -1.50391, -2.54791)
C (-0.61930, -2.18635, -1.47331)
C (0.35541, -2.56476, -0.49167)
C (1.64919, -2.13409, -0.95035)
Mn (0.34666, -0.42310, -0.74992)
C (-0.50415, 1.23851, -1.57373)
C (0.95446, 1.67357, -1.71691)
C (1.42624, 2.40798, -2.79888)
N (1.62183, 1.09472, -0.71240)
H (-1.67441, -2.47129, -1.45570)
H (-0.41258, -1.13592, -3.45601)
H (0.16846, -3.21404, 0.36694)
H (2.60144, -2.37188, -0.46465)
H (2.26754, -1.05214, -2.83870)
H (-1.06815, 1.12829, -2.50246)
H (2.61500, 1.32602, -0.52219)
H (-1.07698, 1.72373, -0.76606)
H (0.68273, 2.83493, -3.45757)
H (2.49499, 2.51180, -2.97952)
C (-0.13456, 1.52251, 2.21460)
C (-0.87489, 0.21209, 1.96039)
O (-0.76789, -0.30108, 0.70696)
C (-0.30287, -0.87720, 2.96464)
F (-0.37625, -0.50432, 4.27466)
F (-0.89885, -2.08268, 2.83279)
F (1.03212, -1.05356, 2.67193)
C (-2.42562, 0.45916, 2.18857)
F (-2.73325, 0.91101, 3.44165)
F (-2.83238, 1.42469, 1.30577)
F (-3.17432, -0.63514, 1.94660)
H (0.93729, 1.37503, 2.04187)
H (-0.31583, 1.84340, 3.24769)
H (-0.49219, 2.27893, 1.50826)

# 4
Below is a structure of composition C12H13FeNP in a non-equilibrium geometry, with properties calculated with ωB97M-V/def2-TZVPD.

The HOMO energy (spin up / spin down) comes out at -4.4 / -8.3 eV. The expectation value of S² is 8.80. Its HOMO-LUMO gap (spin up / spin down) is 4.568 / 7.716 eV. As for the multiplicity: 6. As for the charge: 0.

Geometry (Å):
C (4.02876, -0.32324, 0.55436)
C (3.47541, -0.48731, 1.86563)
C (2.76206, -1.70931, 1.90638)
C (2.87507, -2.34486, 0.64006)
C (3.67605, -1.52290, -0.21564)
Fe (1.95539, -0.13193, -0.28582)
P (2.13286, 1.53138, -1.61919)
H (4.73032, 0.44626, 0.22916)
H (3.60457, 0.21973, 2.67903)
H (2.11128, -2.03858, 2.71546)
H (4.07820, -1.79248, -1.19286)
H (2.47907, -3.31652, 0.35981)
H (2.64970, 1.14554, -2.89971)
H (2.96102, 2.62831, -1.20433)
H (0.84351, 2.10053, -1.87947)
N (0.15462, -0.22358, 0.13413)
C (-1.01420, -0.09967, 0.11974)
C (-2.38576, 0.17182, -0.00154)
C (-3.01589, 1.01451, 0.93554)
C (-4.36533, 1.32853, 0.77871)
C (-5.09290, 0.80123, -0.29708)
C (-4.46506, -0.03682, -1.22661)
C (-3.11693, -0.36192, -1.08515)
H (-2.42441, 1.41438, 1.76366)
H (-4.83958, 1.98443, 1.51019)
H (-6.15017, 1.05472, -0.40764)
H (-5.03149, -0.44221, -2.06783)
H (-2.61616, -1.01006, -1.80898)

# 5
Below is a cluster of 2 separate species, C12H13IN in total in a non-equilibrium geometry, with properties calculated with ωB97M-V/def2-TZVPD.

The HOMO energy comes out at -12.9 eV. Its HOMO-LUMO gap is 7.409 eV. As for the multiplicity: 1. As for the charge: +1.

Geometry (Å):
C (1.56789, -3.33881, 0.78997)
C (1.07686, -3.13736, -0.28768)
C (-2.41219, 2.35496, -0.42122)
C (-1.29187, 2.82476, -1.13607)
C (-2.30417, 1.34830, 0.52777)
C (-0.10141, 2.34425, -0.86255)
C (-1.02239, 0.87994, 0.85789)
C (0.11153, 1.36675, 0.14498)
C (-0.62406, -0.13295, 1.82440)
C (0.93650, -0.33571, 1.53288)
C (1.24659, 0.66521, 0.56499)
C (0.40069, -2.22807, -1.26784)
N (1.17106, -1.11382, -1.56802)
I (3.20945, 1.08903, -0.10706)
H (2.08253, -3.99067, 1.58149)
H (-3.28925, 2.83538, -0.65492)
H (-1.32580, 3.67228, -1.83952)
H (-3.21628, 1.17446, 1.11511)
H (0.85375, 2.80192, -1.40433)
H (-0.96628, 0.03630, 2.87745)
H (-1.06857, -1.03955, 1.43845)
H (1.63548, -0.33845, 2.37969)
H (0.94223, -1.24883, 1.02196)
H (-0.52676, -1.84391, -0.69439)
H (0.05986, -2.85605, -2.14034)
H (0.78652, -0.40148, -2.25166)
H (2.06807, -1.38788, -2.02144)

# 6
Below is an isolated molecule of C12H13IN4O2 in a non-equilibrium geometry, with properties calculated with ωB97M-V/def2-TZVPD.

The HOMO energy comes out at -9.0 eV. Its HOMO-LUMO gap is 8.468 eV. As for the multiplicity: 1. As for the charge: 0.

Geometry (Å):
N (2.37514, 4.31534, 0.97477)
O (0.62807, -0.33909, -2.40954)
O (3.58891, 0.21465, -0.56448)
I (-4.15781, -3.47149, 3.71182)
N (2.71490, 3.50702, 0.18298)
C (-0.18140, 0.41943, -1.93995)
C (2.64970, 0.95339, -0.54971)
C (-2.12503, -2.65287, 1.26549)
C (-1.34814, -1.83884, 3.33338)
C (-1.03299, -2.10411, 0.58723)
C (-0.22118, -1.33434, 2.63649)
C (-2.29498, -2.57935, 2.63628)
C (-0.07118, -1.49602, 1.32131)
C (2.98161, 2.38381, -0.74050)
N (-1.35203, 2.27758, -2.99155)
N (0.03121, 0.88211, -0.68105)
C (-1.41022, 0.89147, -2.79882)
C (1.14379, -1.02079, 0.56563)
C (1.27978, 0.51058, 0.14624)
H (-2.77164, -3.28048, 0.62352)
H (-1.63575, -1.59503, 4.38264)
H (-0.96890, -2.33904, -0.44474)
H (0.56586, -0.81765, 3.17231)
H (3.87261, 2.55949, -1.27404)
H (-2.10300, 2.62693, -3.57486)
H (-0.40318, 2.68056, -3.05688)
H (-0.65165, 1.45498, -0.30985)
H (-1.33053, 0.41989, -3.87232)
H (-2.33540, 0.67947, -2.32819)
H (1.35191, -1.71610, -0.34085)
H (1.96924, -1.24192, 1.22049)
H (1.24232, 1.05041, 1.11674)

Summary of energy above the lowest of the compared OMol25 structures with the same formula, charge and spin in kcal per mole
0.0 3.0 2.3 1.4 29.0 59.7
(order as listed above)